No. 1
{"formula": "C4H3NO", "method": "the ωB97M-V functional and the def2-TZVPD basis", "symbols": ["N", "C", "C", "O", "H", "C", "C", "H", "H"], "coordinates": [[-1.02902, 1.33513, -1.71472], [-0.55837, 0.18188, -1.83426], [0.21354, -0.81632, -2.04019], [0.64553, -1.90689, -2.10127], [-0.46352, 2.23863, -2.08884], [0.72709, -1.02745, 1.15395], [-0.41922, -0.83371, 0.94486], [1.72532, -1.22958, 1.07619], [-1.35774, -0.55345, 1.12338]], "relative_energy_ev": 4.583, "gap_ha": 0.2676, "charge": 0, "fmax_ev_per_a": 3.44, "lumo_energy_ev": -1.18, "smiles": "N=C=C=O.C#C", "total_energy_ha": -284.004691}

---

No. 2
{"formula": "C3H3O6P2", "method": "the ωB97M-V functional and the def2-TZVPD basis", "symbols": ["C", "C", "C", "O", "O", "O", "O", "O", "O", "P", "P", "H", "H", "H"], "coordinates": [[-1.00907, -2.44100, 1.19361], [-0.60567, -1.19484, 1.24389], [-0.33117, -0.16689, 0.15262], [2.71077, 1.03367, 0.26056], [-1.15061, 0.76217, 0.16331], [-1.47093, 2.97174, -1.52350], [2.19951, 1.00199, -2.28739], [0.63582, 2.19132, -0.63108], [0.56257, -0.38365, -0.72061], [-0.70685, 1.79817, -1.56790], [1.80770, 1.09395, -0.88692], [-0.99106, -2.97930, 2.14916], [-1.19980, -2.95999, 0.24441], [-0.45119, -0.72734, 2.20983]], "relative_energy_ev": 0.531, "gap_ha": 0.3219, "charge": -1, "fmax_ev_per_a": 6.09, "lumo_energy_ev": 3.34, "total_energy_ha": -1250.481776}

---

No. 3
{"formula": "C3H2InO3", "method": "the ωB97M-V functional and the def2-TZVPD basis", "symbols": ["O", "C", "C", "O", "C", "O", "In", "H", "H"], "coordinates": [[-1.07126, 0.28126, 0.14130], [-1.15831, -1.03927, 0.09022], [-0.80484, -2.17975, -0.10502], [1.16100, 0.21352, 0.05503], [0.12971, 0.86445, 0.06428], [0.07232, 2.13455, -0.15620], [3.09537, 0.46384, 0.15080], [-0.59615, -3.23407, -0.12617], [-0.82782, 2.49547, -0.11425]], "relative_energy_ev": 2.377, "gap_ha": [0.2940, 0.1209], "charge": 2, "fmax_ev_per_a": 4.70, "lumo_energy_ev": [-10.36, -14.94], "s2": 0.753, "multiplicity": 2, "total_energy_ha": -530.490385}

---

No. 4
{"formula": "C9H20F10N6O20S10Y", "method": "the ωB97M-V functional and the def2-TZVPD basis", "symbols": ["Y", "C", "C", "C", "C", "N", "C", "C", "C", "C", "C", "H", "H", "H", "H", "H", "H", "H", "H", "H", "H", "H", "H", "H", "H", "H", "H", "H", "H", "H", "H", "N", "S", "O", "O", "F", "S", "O", "O", "F", "N", "S", "O", "O", "F", "S", "O", "O", "F", "N", "S", "O", "O", "F", "S", "O", "O", "F", "N", "S", "O", "O", "F", "S", "O", "O", "F", "N", "S", "O", "O", "F", "S", "O", "O", "F"], "coordinates": [[2.21597, 1.46903, 0.15925], [-4.80824, -0.84729, 3.17323], [-4.27310, -0.68306, 1.84942], [-4.18647, -1.98232, 1.09021], [-3.56446, -1.85658, -0.26075], [-3.27912, -3.13989, -1.06306], [-2.09337, -3.94261, -0.64125], [-1.57861, -4.69002, -1.92399], [-2.16363, -3.87742, -3.12351], [-2.79655, -2.65523, -2.48073], [-4.42629, -4.02599, -1.25285], [-4.42564, -0.10420, 3.88311], [-4.58803, -1.84280, 3.50515], [-5.88405, -0.87820, 3.15028], [-3.24303, -0.23663, 1.88421], [-4.91987, 0.01267, 1.27985], [-5.20256, -2.48847, 1.06524], [-3.58425, -2.65273, 1.71919], [-2.64551, -1.35855, -0.21495], [-4.13596, -1.28423, -0.93983], [-2.40660, -4.62199, 0.18769], [-1.31248, -3.28459, -0.28298], [-1.97243, -5.66844, -1.95776], [-0.49707, -4.65862, -1.99964], [-2.84907, -4.46736, -3.69385], [-1.38671, -3.51721, -3.79506], [-3.69108, -2.29616, -2.91264], [-2.14235, -1.81664, -2.24323], [-5.26491, -3.44286, -1.58572], [-4.65324, -4.43182, -0.33247], [-4.13347, -4.81807, -1.88951], [3.56001, 5.27118, 1.72423], [2.38892, 4.41539, 2.27204], [2.39305, 4.05985, 3.64643], [2.32103, 3.23920, 1.36384], [1.10762, 5.18880, 2.10688], [4.25935, 6.22077, 2.80660], [3.31960, 6.97200, 3.61728], [5.32392, 6.89969, 2.17357], [4.97406, 5.06030, 3.60441], [1.03269, -0.53929, 3.49600], [-0.01722, -0.08906, 2.43872], [-0.97871, -1.10918, 2.21478], [0.38604, 0.62630, 1.21256], [-0.78369, 1.03763, 3.06197], [2.43389, 0.23075, 3.55305], [2.82416, 0.67681, 2.22982], [3.42324, -0.52362, 4.25963], [2.13729, 1.47684, 4.44211], [-0.01720, 2.03109, -1.29187], [0.13927, 3.65827, -1.44326], [-0.58318, 4.47050, -0.50954], [0.20484, 3.92519, -2.83020], [1.65661, 3.67129, -1.05464], [-1.42108, 1.44436, -1.55838], [-2.47794, 2.27217, -1.09827], [-1.45054, 0.02381, -1.29023], [-1.45528, 1.50638, -3.08909], [1.96926, -0.55307, -1.47908], [1.92449, -1.96989, -0.84873], [1.93215, -1.83329, 0.58325], [2.76103, -2.99891, -1.48853], [0.46928, -2.39284, -1.07931], [2.07072, -0.29299, -3.00639], [0.77036, -0.23138, -3.69193], [3.13127, -0.92143, -3.73720], [2.50781, 1.23437, -2.75801], [4.54062, 2.06283, -0.76783], [5.47485, 0.81907, -0.46606], [6.41184, 0.79914, 0.55497], [5.75568, 0.03688, -1.62823], [4.05175, -0.06447, 0.13281], [5.24522, 3.24946, -1.63686], [4.41471, 3.73659, -2.68909], [6.66906, 2.90934, -1.76952], [5.09136, 4.38145, -0.63575]], "gap_ha": 0.3476, "charge": -1, "fmax_ev_per_a": 4.66, "lumo_energy_ev": 1.07, "total_energy_ha": -7207.379475}

---

No. 5
{"formula": "C12H25N2O8PS", "method": "the ωB97M-V functional and the def2-TZVPD basis", "symbols": ["N", "P", "O", "C", "C", "C", "C", "C", "C", "N", "C", "C", "C", "C", "C", "C", "S", "H", "H", "H", "H", "H", "H", "H", "H", "H", "H", "H", "O", "H", "H", "O", "H", "H", "O", "H", "H", "O", "H", "H", "O", "H", "H", "O", "H", "H", "O", "H", "H"], "coordinates": [[3.14406, -0.08435, -0.75921], [3.07914, 1.56315, -1.20740], [4.08561, 2.11216, -0.00692], [1.47631, 2.16330, -0.57570], [1.05336, 3.33295, -1.21463], [-0.14270, 3.95598, -0.88808], [-0.96742, 3.39081, 0.07322], [-0.56646, 2.23869, 0.72138], [0.65445, 1.62177, 0.42207], [0.96116, 0.46953, 1.15727], [-0.01469, -0.54038, 1.17619], [0.26061, -1.86090, 0.80424], [-0.74866, -2.80259, 0.85106], [-2.01906, -2.45498, 1.27016], [-2.31652, -1.13841, 1.61835], [-1.30023, -0.19542, 1.56022], [-1.58467, 1.50424, 1.96724], [3.03090, -0.71912, -1.53544], [3.92840, -0.33393, -0.17441], [4.76617, 2.64739, -0.42801], [1.68957, 3.76975, -1.97714], [-0.44670, 4.85717, -1.40222], [-1.91531, 3.84116, 0.34307], [1.90511, 0.13816, 1.06110], [1.25971, -2.12809, 0.47998], [-0.51183, -3.81248, 0.54050], [-2.78221, -3.22581, 1.29774], [-3.30678, -0.83511, 1.93666], [2.23944, 4.15834, -4.21442], [3.13186, 3.86424, -4.42302], [1.69483, 3.76920, -4.90724], [0.87906, -4.88481, -0.86337], [1.27273, -4.25701, -1.48146], [1.15933, -5.74312, -1.19519], [-4.49653, 3.55348, -0.76755], [-4.23017, 3.03657, 0.00052], [-3.86790, 3.30268, -1.45181], [-0.61504, 5.49643, -3.69674], [0.27215, 5.20823, -3.94478], [-1.19587, 5.14726, -4.37871], [-3.55069, -3.40670, 4.42464], [-3.13238, -2.82328, 3.78059], [-3.32679, -4.28690, 4.10047], [-3.15226, -5.50948, 6.59505], [-3.21172, -4.77981, 5.96637], [-3.95915, -6.01611, 6.46717], [3.49915, -4.19141, -2.39487], [3.79477, -4.70215, -1.63375], [4.12388, -4.41028, -3.09318]], "gap_ha": 0.2825, "charge": 0, "fmax_ev_per_a": 0.55, "lumo_energy_ev": 0.06, "smiles": "NP(O)c1cccc2c1Nc1ccccc1S2.O.O.O.O.O.O.O", "total_energy_ha": -1923.282417}